--- 1 ---
Here is 2 unconnected molecules or ions with the total composition C5H11N2 from the OMol25 dataset. Energies are from ωB97M-V with the def2-TZVPD basis set.

Calculated values
* net charge: +1
* gap between HOMO and LUMO (spin up / spin down): 7.46 / 7.46 eV

Last columns: bonded neighbours and bond lengths (Å).
Geometry (Å):
1 C 2.02 0.62 0.17  H7 1.098, N14 1.479, H16 1.119, C17 1.552
2 H -0.39 -0.44 1.09  C3 1.199
3 C 0.05 -0.78 0.02  H2 1.199, H5 1.133, N14 1.294
4 C -2.35 0.46 0.00  N8 1.201, H13 1.006
5 H -0.54 -1.47 -0.65  C3 1.133
6 H -5.02 -0.73 -0.85  C18 1.102
7 H 2.02 1.53 -0.44  C1 1.098
8 N -3.54 0.30 -0.03  C4 1.201, C18 1.215
9 H 3.75 0.03 -1.00  C17 1.134
10 H -5.12 -0.14 1.00  C18 1.082
11 H 3.66 -0.95 0.72  C17 1.168
12 H 1.44 -0.68 -1.40  N14 0.988
13 H -1.86 1.33 0.02  C4 1.006
14 N 1.11 -0.30 -0.55  C1 1.479, C3 1.294, H12 0.988
15 H 4.10 0.69 0.50  C17 1.030
16 H 1.84 0.77 1.26  C1 1.119
17 C 3.44 0.01 0.09  C1 1.552, H9 1.134, H11 1.168, H15 1.030
18 C -4.62 -0.25 0.05  H6 1.102, N8 1.215, H10 1.082

--- 2 ---
Here is a gas-phase ion, C5H11N2 (charge +1) from the OMol25 dataset. Energies are from ωB97M-V with the def2-TZVPD basis set.

Calculated values
* net charge: +1
* SMILES: C/C=[NH+]/C[C@@H]1CN1
* gap between HOMO and LUMO: 10.25 eV

Last columns: bonded neighbours and bond lengths (Å).
Geometry (Å):
1 H -1.74 0.86 -1.54  C18 1.091
2 H -3.31 0.95 -0.64  C18 1.088
3 H 3.51 0.09 0.80  C9 1.214
4 H -0.33 -1.81 -0.83  C5 1.099
5 C -0.44 -1.15 0.04  H4 1.099, C6 1.544, N10 1.407, H15 1.081
6 C -1.87 -0.58 0.16  C5 1.544, N12 1.457, H13 1.073, C18 1.486
7 H -2.07 1.09 1.55  N12 1.045
8 C 1.79 -0.28 -0.29  C9 1.447, N10 1.275, H11 1.055
9 C 2.83 0.69 -0.02  H3 1.214, C8 1.447, H16 1.145, H17 1.137
10 N 0.57 -0.17 0.06  C5 1.407, C8 1.275, H14 1.117
11 H 2.12 -1.24 -0.56  C8 1.055
12 N -1.68 0.79 0.62  C6 1.457, H7 1.045, C18 1.382
13 H -2.59 -1.28 0.53  C6 1.073
14 H -0.11 0.67 0.35  N10 1.117
15 H -0.48 -1.80 0.90  C5 1.081
16 H 3.52 0.83 -0.92  C9 1.145
17 H 2.55 1.71 0.40  C9 1.137
18 C -2.27 0.62 -0.61  H1 1.091, H2 1.088, C6 1.486, N12 1.382

Least stable = 1